Molecular formula: C20H26FNO4
Method: DFT, ωB97M-V/def2-TZVPD

```
52
Properties=species:S:1:pos:R:3
H -2.2652 1.3785 1.8101
H 3.7667 2.7808 -3.3158
H -1.9526 -1.9863 0.3215
C -0.2785 -1.2162 1.3833
H 4.1287 0.8163 0.0974
H 3.3901 -1.5451 2.6102
H 1.6701 -0.4913 4.0608
H 0.4350 -2.2612 -0.3671
N 0.3966 1.5054 -0.2253
C 1.4001 -0.8673 3.0864
C 1.9807 -1.9325 1.0535
H -2.4363 2.2225 0.2887
C 2.4707 0.6868 -1.2624
H -5.3272 -2.9965 0.1627
H -5.8829 -1.4447 0.8102
H 4.2266 -0.5869 -0.9795
C -3.5550 0.0032 -0.2046
C -0.3916 1.9336 0.9147
H 0.2924 1.2246 -2.2893
C -2.0503 0.1409 0.0582
C -1.7023 -1.1053 0.9168
O 2.2322 1.3578 1.0487
H -0.9457 2.2669 -1.5888
C 2.3655 -1.4553 2.2895
C -0.3689 1.3488 -1.4348
C -1.3121 0.1502 -1.3013
C 0.6817 -1.8342 0.5933
H -0.7385 -0.7682 -1.4076
H -5.1776 -1.9693 -2.1258
C 3.6358 2.3469 -2.3240
C 0.0959 -0.7525 2.6400
H -0.6474 -0.2994 3.2803
C -5.1943 -1.3527 -1.2249
O -4.3961 0.7648 0.1934
H -2.3572 -1.0930 1.7924
C 4.7019 1.3230 -1.9416
C -5.8664 -2.0815 -0.0708
C 1.6941 1.2113 -0.0364
H 0.0989 1.5393 1.8060
O 2.4236 1.6199 -2.3376
H 3.5864 3.1509 -1.5760
H -6.8877 -2.3307 -0.3433
F 2.8977 -2.5320 0.2588
O -3.8202 -1.0799 -0.9385
C -1.8445 1.4657 0.8080
H 5.5947 1.7876 -1.5311
H 4.9764 0.7307 -2.8153
H -5.7082 -0.4074 -1.4264
H -0.3713 3.0291 0.9812
H 1.9861 -0.2324 -1.6107
C 3.9541 0.4636 -0.9202
H -2.0304 0.1810 -2.1220
```

Calculated values
* gap between HOMO and LUMO: 9.538 eV
* total energy: -1233.320847 a.u.
* HOMO: -8.85 eV
* SMILES: CCOC(=O)C1(Cc2cccc(F)c2)CCN(C(=O)[C@@H]2CCCO2)CC1
* multiplicity: 1
* energy above the lowest of the compared OMol25 structures with the same formula, charge and spin: 98.5 kJ/mol
* largest force on an atom: 0.5 eV/Å